[1]
{"formula": "CH2N4S", "method": "ωB97M-V/def2-TZVPD", "e_lumo_ev": 0.886, "orbital_gap_ev": 10.27, "smiles": "Sc1nn[nH]n1", "elements": ["C", "H", "H", "N", "N", "N", "N", "S"], "xyz": [[-0.5875, -0.3297, 0.0055], [-2.2779, 0.9849, -0.0467], [2.1351, 0.9457, 0.0872], [0.2154, -1.4502, -0.0065], [1.4155, -0.9744, -0.0101], [1.3399, 0.3539, -0.0160], [0.1053, 0.7996, -0.0108], [-2.3458, -0.3297, -0.0026]]}

---

[2]
{"formula": "C3H8N2O", "method": "ωB97M-V/def2-TZVPD", "e_lumo_ev": 0.811, "orbital_gap_ev": 9.04, "smiles": "C=CN.NC=O", "elements": ["C", "C", "N", "H", "H", "H", "H", "H", "C", "N", "O", "H", "H", "H"], "xyz": [[-1.9576, 0.9461, -2.7603], [-1.9004, 0.3919, -1.5577], [-0.7515, 0.1719, -0.7806], [-1.1246, 1.4463, -3.2334], [-2.8487, 0.8587, -3.3657], [-2.7962, 0.0869, -1.0314], [-0.7250, 0.7498, 0.0493], [0.1330, 0.2269, -1.2687], [2.2393, -0.4207, 1.8747], [1.7880, -1.3688, 2.7381], [1.6814, -0.1076, 0.8491], [3.1160, 0.1408, 2.2304], [2.3123, -1.4462, 3.5911], [0.8339, -1.6762, 2.6651]]}

---

[3]
{"formula": "C49H39BrIN4O5PSW", "method": "ωB97M-V/def2-TZVPD", "e_lumo_ev": [-6.344, -6.478], "orbital_gap_ev": [6.41, 6.74], "multiplicity": 3, "total_charge": 2, "elements": ["W", "O", "P", "C", "C", "C", "C", "C", "C", "C", "C", "C", "C", "C", "C", "C", "C", "C", "C", "C", "C", "H", "H", "H", "H", "H", "H", "H", "H", "H", "H", "H", "H", "H", "H", "H", "O", "C", "O", "C", "C", "C", "C", "S", "C", "C", "H", "H", "H", "H", "H", "Br", "C", "C", "C", "C", "C", "C", "I", "H", "H", "H", "H", "O", "C", "N", "C", "C", "O", "N", "C", "C", "C", "C", "C", "C", "C", "C", "C", "C", "C", "C", "H", "H", "H", "H", "H", "H", "H", "H", "H", "H", "H", "N", "C", "C", "C", "N", "H", "H", "H", "H"], "xyz": [[-0.3797, -0.9942, 0.3468], [-2.2235, -1.6454, -0.1850], [-3.4632, -0.7447, -0.5183], [-4.9129, -1.7429, -0.2878], [-6.0782, -1.4370, -0.9897], [-7.2338, -2.1611, -0.7427], [-7.2208, -3.1885, 0.1901], [-6.0568, -3.4992, 0.8834], [-4.9008, -2.7746, 0.6523], [-3.4003, 0.5352, 0.7457], [-2.5995, 0.2414, 1.8535], [-2.5215, 1.1095, 2.9344], [-3.2502, 2.2868, 2.9121], [-4.0649, 2.5795, 1.8238], [-4.1561, 1.7051, 0.7509], [-3.4292, -0.1633, -2.1972], [-3.6777, 1.1511, -2.5778], [-3.6819, 1.4835, -3.9244], [-3.4300, 0.5138, -4.8835], [-3.1811, -0.8000, -4.5040], [-3.1921, -1.1435, -3.1644], [-6.0822, -0.6501, -1.7345], [-8.1410, -1.9294, -1.2835], [-8.1229, -3.7560, 0.3753], [-6.0539, -4.3059, 1.6035], [-3.9918, -3.0146, 1.1899], [-2.1703, -0.7574, 1.9736], [-1.9022, 0.8571, 3.7846], [-3.1990, 2.9777, 3.7429], [-4.6386, 3.4968, 1.8170], [-4.8324, 1.9381, -0.0600], [-3.8366, 1.9259, -1.8427], [-3.8807, 2.5038, -4.2243], [-3.4341, 0.7797, -5.9321], [-2.9924, -1.5559, -5.2541], [-3.0187, -2.1726, -2.8715], [-2.2607, 7.2247, 0.3456], [-2.2959, 6.0966, 1.0731], [-2.8066, 6.0752, 2.1564], [-1.7018, 4.8600, 0.4654], [-1.7588, 4.5791, -0.8954], [-1.3421, 3.3452, -1.3701], [-0.8474, 2.3870, -0.4863], [-0.3837, 0.8243, -1.1917], [-0.7255, 2.6963, 0.8640], [-1.1700, 3.9175, 1.3356], [-1.7016, 7.1253, -0.4344], [-2.1763, 5.2974, -1.5918], [-1.4103, 3.1147, -2.4252], [-0.3266, 1.9730, 1.5596], [-1.1328, 4.1497, 2.3920], [0.0748, -6.2719, -0.1925], [1.6175, -5.2406, 0.1390], [2.8052, -5.6088, -0.4824], [3.9742, -4.9113, -0.2235], [3.9802, -3.8569, 0.6797], [2.8017, -3.4862, 1.3055], [1.6242, -4.1590, 1.0102], [-0.1425, -3.4746, 1.9178], [2.8069, -6.4541, -1.1567], [4.8900, -5.2129, -0.7136], [4.8959, -3.3282, 0.9121], [2.8077, -2.6870, 2.0336], [0.3836, -0.1764, 2.1355], [1.5752, -0.0294, 1.6744], [2.6222, 0.6138, 2.1416], [3.6736, 0.6333, 1.0890], [2.9405, -0.1409, -0.0369], [3.3407, -0.3325, -1.1610], [1.7466, -0.5916, 0.4711], [4.8973, -0.1815, 1.4877], [5.9376, -0.2921, 0.5673], [7.0609, -1.0397, 0.8790], [7.1590, -1.6762, 2.1115], [6.1278, -1.5616, 3.0299], [4.9952, -0.8174, 2.7184], [3.9614, 2.0745, 0.7070], [4.9539, 2.7747, 1.3843], [5.1562, 4.1208, 1.1187], [4.3716, 4.7686, 0.1751], [3.3818, 4.0704, -0.5019], [3.1723, 2.7258, -0.2362], [2.6142, 1.2276, 2.9420], [5.8683, 0.2123, -0.3881], [7.8684, -1.1171, 0.1634], [8.0427, -2.2497, 2.3571], [6.2031, -2.0424, 3.9961], [4.2035, -0.7317, 3.4518], [5.5815, 2.2663, 2.1063], [5.9321, 4.6614, 1.6433], [4.5374, 5.8160, -0.0377], [2.7755, 4.5706, -1.2455], [2.3984, 2.1928, -0.7784], [1.3166, -1.9737, -2.0553], [1.3767, -2.8857, -3.0202], [0.2855, -3.7312, -2.8875], [-0.3963, -3.2591, -1.7816], [0.2354, -2.1841, -1.2716], [2.0365, -1.2683, -1.8213], [2.1872, -2.8766, -3.7304], [0.0329, -4.5768, -3.5017], [-1.3022, -3.6164, -1.3236]]}

---

[4]
{"formula": "C25H34N2O4", "method": "ωB97M-V/def2-TZVPD", "e_lumo_ev": 0.542, "orbital_gap_ev": 8.58, "smiles": "COc1cccc(CCNC(=O)c2ccc(OC)c(OC3CCN(C(C)C)CC3)c2)c1", "elements": ["C", "H", "O", "C", "C", "C", "C", "C", "C", "H", "C", "H", "H", "C", "N", "C", "O", "C", "C", "C", "C", "C", "C", "H", "O", "C", "C", "C", "N", "C", "C", "H", "H", "H", "H", "C", "C", "H", "H", "H", "C", "H", "H", "H", "H", "H", "H", "H", "H", "H", "O", "C", "H", "H", "H", "H", "H", "H", "H", "H", "H", "H", "H", "H", "H"], "xyz": [[3.0838, 2.1036, -2.4889], [2.5730, 1.2017, -2.8428], [2.6971, 2.4415, -1.1815], [1.3923, 2.7743, -0.9502], [1.0909, 3.1842, 0.3486], [-0.1947, 3.5672, 0.6650], [-1.1984, 3.5442, -0.2915], [-0.9198, 3.1042, -1.5763], [0.3802, 2.7214, -1.8980], [0.5873, 2.3925, -2.9058], [-1.9729, 3.0369, -2.6545], [-1.9819, 3.9818, -3.2056], [-1.6957, 2.2524, -3.3649], [-3.3938, 2.7711, -2.1452], [-3.4323, 1.6773, -1.2060], [-3.9305, 1.8179, 0.0480], [-4.5263, 2.8194, 0.4001], [-3.7050, 0.6618, 0.9552], [-4.6547, 0.3756, 1.9259], [-4.4370, -0.6599, 2.8076], [-3.2732, -1.4258, 2.7696], [-2.2937, -1.1274, 1.7984], [-2.5337, -0.0891, 0.9087], [-1.7745, 0.1755, 0.1895], [-1.1575, -1.8912, 1.7847], [-0.1721, -1.7226, 0.7809], [0.6474, -3.0133, 0.7568], [1.7841, -2.8964, -0.2554], [2.6347, -1.7810, 0.1004], [1.8934, -0.5414, 0.0304], [0.7740, -0.5550, 1.0683], [0.2472, 0.4005, 1.0570], [1.2048, -0.6978, 2.0599], [2.5685, 0.2901, 0.2372], [1.4457, -0.3780, -0.9695], [3.9466, -1.7504, -0.5305], [4.8499, -2.8187, 0.0886], [5.8820, -2.6455, -0.2049], [4.7796, -2.7750, 1.1716], [4.5676, -3.8159, -0.2392], [3.9312, -1.8819, -2.0598], [3.2571, -1.1511, -2.5005], [4.9289, -1.7079, -2.4543], [3.6124, -2.8773, -2.3600], [4.3699, -0.7713, -0.2770], [2.3722, -3.8141, -0.2400], [1.3489, -2.7790, -1.2658], [1.0603, -3.1778, 1.7520], [0.0030, -3.8568, 0.5042], [-0.6541, -1.5874, -0.1998], [-3.2311, -2.4020, 3.7156], [-2.1014, -3.2262, 3.8960], [-1.9117, -3.8532, 3.0227], [-1.2069, -2.6428, 4.1216], [-2.3491, -3.8576, 4.7497], [-5.1634, -0.9082, 3.5650], [-5.5515, 0.9717, 1.9776], [-2.9717, 0.8212, -1.4663], [-4.0455, 2.5566, -3.0011], [-3.7975, 3.6391, -1.6197], [-2.1896, 3.8664, -0.0199], [-0.4241, 3.8930, 1.6682], [1.8823, 3.2027, 1.0808], [4.1543, 1.9101, -2.4410], [2.8943, 2.9233, -3.1896]]}

---

[5]
{"formula": "C20H22BrN5OS2Tl", "method": "ωB97M-V/def2-TZVPD", "e_lumo_ev": [-10.308, -10.537], "orbital_gap_ev": [6.48, 5.63], "total_charge": 3, "elements": ["Tl", "C", "C", "N", "N", "C", "N", "S", "C", "C", "C", "C", "C", "N", "H", "H", "H", "H", "H", "H", "H", "H", "H", "H", "Br", "C", "C", "C", "C", "C", "N", "H", "H", "H", "H", "C", "S", "O", "C", "C", "C", "C", "C", "C", "H", "H", "H", "H", "H", "H", "H", "H"], "xyz": [[-0.1872, -1.1144, 1.8248], [-3.5712, -1.6776, 5.2132], [-2.7896, -1.5462, 3.9448], [-1.6194, -2.0220, 3.7440], [-0.9778, -2.7154, 4.7249], [0.2622, -3.2081, 4.5232], [0.7968, -3.9150, 5.5035], [1.1661, -2.9916, 3.0851], [-3.3818, -0.8316, 2.7740], [-4.7263, -0.5050, 2.7351], [-5.2399, 0.1334, 1.6110], [-4.3929, 0.4340, 0.5618], [-3.0575, 0.0770, 0.6720], [-2.5688, -0.5438, 1.7427], [-2.9284, -1.7019, 6.0928], [-4.1757, -2.5884, 5.2003], [-4.2394, -0.8316, 5.3487], [-1.4449, -2.8817, 5.6079], [0.2991, -4.1485, 6.3507], [1.7378, -4.2669, 5.4091], [-5.3803, -0.7530, 3.5578], [-6.2897, 0.3899, 1.5655], [-4.7473, 0.9359, -0.3270], [-2.3569, 0.2950, -0.1255], [2.1188, -2.0458, -0.3588], [0.4903, -2.9053, -0.7994], [0.4608, -3.8433, -1.8128], [-0.7513, -4.4608, -2.0804], [-1.8723, -4.1224, -1.3339], [-1.7425, -3.1732, -0.3425], [-0.5744, -2.5681, -0.0779], [1.3568, -4.0843, -2.3652], [-0.8161, -5.2043, -2.8637], [-2.8297, -4.5892, -1.5143], [-2.5842, -2.8770, 0.2704], [5.1320, 3.5132, -1.6392], [3.5304, 3.3070, -2.4139], [3.1891, 1.9019, -2.5973], [3.5096, 4.2511, -3.8628], [3.6324, 5.6423, -3.7367], [3.6411, 6.3974, -4.8904], [3.5052, 5.7719, -6.1287], [3.3556, 4.3892, -6.2305], [3.3379, 3.6082, -5.0931], [5.8749, 3.1136, -2.3291], [5.1016, 2.9594, -0.7039], [5.2856, 4.5762, -1.4629], [3.7176, 6.1171, -2.7672], [3.7456, 7.4715, -4.8314], [3.5132, 6.3720, -7.0289], [3.2601, 3.9249, -7.2021], [3.2251, 2.5342, -5.1438]]}